C21H31ClN4O5S | ωB97M-V/def2-TZVPD

Output
* orbital gap: 9.29 eV
* HOMO level: -0.3220 Ha
* LUMO energy: 0.527 eV

```
! RIJCOSX wB97M-V def2-TZVPD def2/J DEFGRID3
* xyz 0 1
C 3.1621 -4.3285 6.6538
C 4.0710 -3.5738 5.6950
O 3.3703 -3.1555 4.5224
C 2.6409 -2.0270 4.6468
O 2.6066 -1.3436 5.6418
N 1.9138 -1.7629 3.5282
C 2.0833 -2.4542 2.2691
C 2.8369 -1.5533 1.2806
N 2.2384 -0.2449 1.1866
S 1.3115 0.1887 -0.1074
O 1.3473 1.6128 -0.1722
O 1.7937 -0.5846 -1.2162
N -0.2544 -0.2429 0.1163
C -1.2256 0.6472 0.7040
C -2.5179 0.6224 -0.1117
C -3.0332 -0.8073 -0.2498
C -1.9540 -1.6866 -0.8962
C -1.8319 -1.2911 -2.3758
O -2.8273 -1.2806 -3.0758
N -0.6020 -1.0301 -2.8466
C -0.3852 -0.6309 -4.2186
C 0.1160 0.8163 -4.3089
C -0.9044 1.7845 -3.7802
C -2.1143 1.9635 -4.4425
C -3.0749 2.8270 -3.9512
C -2.8192 3.5296 -2.7849
Cl -4.0168 4.6096 -2.1556
C -1.6186 3.3750 -2.1140
C -0.6689 2.4985 -2.6126
C -0.6789 -1.6087 -0.0528
C 2.0126 0.4179 2.4483
C 1.2386 -0.4871 3.4140
H 2.3793 -3.6669 7.0160
H 3.7423 -4.6842 7.5002
H 2.7055 -5.1785 6.1522
H 4.4927 -2.6933 6.1899
H 4.8739 -4.2144 5.3245
H 1.0901 -2.6968 1.8766
H 2.6366 -3.3763 2.4385
H 3.8716 -1.4317 1.6223
H 2.8421 -1.9768 0.2772
H -1.4372 0.3474 1.7423
H -0.7823 1.6420 0.7007
H -2.3230 1.0294 -1.1039
H -3.2633 1.2503 0.3774
H -3.9220 -0.8224 -0.8808
H -3.2954 -1.2084 0.7326
H -2.3023 -2.7262 -0.8993
H 0.1995 -0.9342 -2.2384
H 0.3543 -1.3012 -4.6689
H -1.3399 -0.7450 -4.7369
H 1.0400 0.9040 -3.7341
H 0.3326 1.0394 -5.3561
H -2.3132 1.4185 -5.3529
H -4.0145 2.9545 -4.4653
H -1.4270 3.9270 -1.2072
H 0.2571 2.3664 -2.0730
H -0.8985 -2.0567 0.9309
H 0.1433 -2.1609 -0.5093
H 2.9840 0.6673 2.8905
H 1.4724 1.3397 2.2378
H 0.2241 -0.6640 3.0425
H 1.1933 -0.0404 4.4081
*
```

Partial atomic charges computed with the Mulliken method, in multiples of e: C -1.121; C -0.292; O -0.385; C 0.730; O -0.651; N 0.116; C -0.484; C -0.896; N -0.086; S 1.666; O -0.754; O -0.910; N 0.298; C -0.939; C 0.268; C -1.573; C 0.786; C 0.020; O -0.709; N 0.041; C -0.980; C -1.296; C 0.405; C -0.043; C -0.894; C 0.463; Cl -0.244; C -0.941; C -0.008; C -1.761; C -0.881; C -0.808; H 0.312; H 0.387; H 0.294; H 0.332; H 0.327; H 0.110; H 0.439; H 0.385; H 0.480; H 0.180; H 0.660; H -0.511; H 0.526; H 0.520; H 0.495; H 0.526; H 0.115; H 0.405; H 0.563; H 0.415; H 0.435; H 0.388; H 0.433; H 0.442; H 0.447; H 0.481; H 0.642; H 0.422; H 0.502; H 0.253; H 0.456

C21H31F5MgP2 | ωB97M-V/def2-TZVPD

Output
* orbital gap: 4.00 eV
* HOMO level: -0.1772 Ha
* energy relative to the best compared isomer or geometry (same formula, charge and spin): 425.2 kJ/mol
* LUMO energy: -0.822 eV

```
! RIJCOSX wB97M-V def2-TZVPD def2/J DEFGRID3
* xyz 0 1
P 2.5440 -3.6932 -3.6945
P -0.9935 -4.6729 -3.0260
C 1.6808 -5.2886 -3.8891
C 0.1951 -5.3138 -4.3109
H 1.8622 -5.8913 -2.9799
H 2.2626 -5.7716 -4.6954
H 0.0271 -4.7589 -5.2512
H -0.0982 -6.3670 -4.4721
C -1.0093 -6.2290 -2.0155
H -1.6704 -6.0733 -1.1556
H -0.0030 -6.4636 -1.6387
H -1.3821 -7.0682 -2.6171
C -2.5636 -4.8829 -3.9442
H -2.8180 -5.9490 -4.0262
H -2.4647 -4.4295 -4.9427
H -3.3355 -4.3501 -3.3700
C 4.2080 -4.1960 -3.2275
H 4.7340 -3.3543 -2.7667
H 4.7573 -4.5413 -4.1101
H 4.1466 -5.0170 -2.5002
C 2.5476 -2.9650 -5.3356
H 1.5266 -2.9061 -5.7394
H 3.1683 -3.5949 -5.9870
H 2.9846 -1.9564 -5.2780
Mg -1.0397 0.7829 -1.3752
C -0.8922 -2.9636 -0.6893
C -0.2223 -4.0071 -0.1751
C 1.2055 -4.2799 -0.4573
C 2.1301 -3.1074 -0.0604
C 2.7403 -2.5058 -1.2117
C 2.1085 -2.3707 -2.5260
C 0.5731 -1.9069 -2.6212
C -0.3038 -1.7407 -1.3629
C 0.8066 1.7538 -1.0530
H -1.9786 -2.9112 -0.5259
H -0.7672 -4.7615 0.3966
H 1.2885 -4.4333 -1.5521
H 1.5350 -5.2202 0.0158
H 1.5924 -2.3777 0.5797
H 2.9349 -3.5061 0.5840
H 3.6483 -1.9341 -1.0608
H 2.6953 -1.5756 -3.0611
H 0.0128 -2.5456 -3.3213
H 0.6031 -0.9244 -3.1413
H 0.2441 -1.1288 -0.6328
H -1.2265 -1.1956 -1.7057
H 0.5627 2.8040 -1.2293
H 1.5894 1.4252 -1.7412
H 1.1499 1.6337 -0.0214
F -0.1470 -0.6896 1.6583
C -1.3332 -0.0025 1.7057
C -1.8561 0.6071 0.5903
C -2.8972 1.5059 0.7650
F -3.2979 2.2916 -0.2861
C -3.4959 1.7137 2.0243
F -4.5132 2.5834 2.1767
C -3.0219 1.0102 3.1351
F -3.5965 1.1593 4.3486
C -1.9450 0.1434 2.9752
F -1.4966 -0.5684 4.0259
*
```

Partial atomic charges computed with the Mulliken method, in multiples of e: P 1.518; P 1.237; C -1.026; C -1.271; H 0.476; H 0.572; H 0.410; H 0.582; C -1.573; H 0.367; H 0.304; H 0.529; C -1.418; H 0.409; H 0.399; H 0.362; C -1.575; H 0.417; H 0.474; H 0.374; C -1.490; H 0.391; H 0.446; H 0.431; Mg 0.878; C -1.138; C -0.759; C 0.538; C -0.856; C -1.351; C -0.134; C -0.349; C -0.545; C -1.409; H 0.397; H 0.668; H -1.253; H 0.465; H 0.025; H 0.519; H 0.375; H 0.935; H 0.460; H 0.142; H 0.340; H 0.271; H 0.426; H 0.330; H 0.294; F -0.314; C 0.032; C -0.196; C 0.329; F -0.361; C 0.177; F -0.306; C 0.553; F -0.298; C 0.073; F -0.306

C21H31F5OP2Pb | ωB97M-V/def2-TZVPD

Output
* orbital gap (spin up / spin down): 5.16 / 5.50 eV
* HOMO level (spin up / spin down): -0.4370 / -0.4370 Ha
* energy relative to the best compared isomer or geometry (same formula, charge and spin): 0.0 kJ/mol
* LUMO energy (spin up / spin down): -6.734 / -6.387 eV

```
! RIJCOSX wB97M-V def2-TZVPD def2/J DEFGRID3
* xyz 2 1
P 0.3009 -2.0729 -5.1212
P 3.0614 -4.0475 -2.8468
C 1.9003 -2.9462 -5.1968
C 2.0279 -4.2138 -4.3103
H 2.7306 -2.2250 -5.0516
H 1.9609 -3.2886 -6.2443
H 1.0275 -4.5247 -3.8971
H 2.4160 -5.0604 -4.9079
C 4.6475 -3.2787 -3.1609
H 5.0095 -2.7961 -2.2406
H 4.5922 -2.5284 -3.9604
H 5.3646 -4.0605 -3.4504
C 3.2535 -5.6987 -2.1689
H 4.1388 -6.1647 -2.6249
H 2.3727 -6.3220 -2.3888
H 3.3871 -5.6501 -1.0779
C 0.5294 -0.4445 -5.8410
H -0.2541 0.2417 -5.5000
H 0.4467 -0.5380 -6.9350
H 1.5137 -0.0039 -5.6271
C -0.7379 -2.9786 -6.2940
H -0.8138 -4.0467 -6.0493
H -0.2807 -2.8507 -7.2848
H -1.7330 -2.5167 -6.3021
Pb 1.6623 1.4235 -0.9574
C 1.2803 -3.7174 -0.6550
C 2.1523 -3.0967 -1.6257
C 1.6978 -1.7088 -2.2561
C 0.2023 -1.5204 -2.4740
C -0.5165 -2.5262 -3.4866
C -0.5543 -3.9578 -3.1467
C -0.8385 -4.4984 -1.8020
C -0.1656 -3.7829 -0.5768
C -0.5097 1.5495 -0.8540
H 1.8176 -4.2803 0.1121
H 3.0594 -2.8373 -1.0128
H 2.2994 -1.4828 -3.1557
H 2.0915 -0.9771 -1.5236
H -0.3098 -1.4853 -1.5021
H 0.0403 -0.5126 -2.8905
H -1.5761 -2.1774 -3.5387
H -0.9072 -4.6344 -3.9438
H -0.5196 -5.5587 -1.7935
H -1.9318 -4.5502 -1.6188
H -0.6713 -2.8170 -0.4041
H -0.3976 -4.3777 0.3313
H -0.7575 1.0723 0.1027
H -0.9668 1.0218 -1.6995
H -0.7823 2.6128 -0.8399
F 0.5341 2.7473 5.9604
C 0.7122 2.1706 4.7573
C 0.7240 0.7772 4.6160
F 0.4837 0.0162 5.7061
C 0.9902 0.1968 3.3861
F 0.9175 -1.1466 3.2543
C 1.3161 0.9870 2.2523
O 1.6266 0.4362 1.1101
C 1.2161 2.3838 2.4194
F 1.4351 3.1637 1.3001
C 0.8984 2.9737 3.6255
F 0.7674 4.3140 3.7189
*
```

Partial atomic charges computed with the Mulliken method, in multiples of e: P 0.647; P 0.842; C -1.137; C -0.456; H 0.535; H 0.709; H -0.130; H 0.635; C -1.216; H 0.464; H 0.387; H 0.446; C -1.338; H 0.483; H 0.414; H 0.415; C -1.293; H 0.417; H 0.452; H 0.429; C -1.381; H 0.385; H 0.511; H 0.460; Pb 1.089; C -1.508; C 0.492; C -0.687; C -1.053; C 0.901; C -1.566; C -0.860; C -0.817; C -1.441; H 0.494; H 0.666; H 0.288; H -0.095; H 0.703; H 0.563; H 0.714; H 0.376; H 0.383; H 0.437; H 0.212; H 0.528; H 0.296; H 0.424; H 0.492; F -0.280; C 0.559; C 0.053; F -0.276; C 0.249; F -0.296; C 0.311; O -0.742; C 0.341; F -0.373; C 0.015; F -0.271

C21H31F5P2Pd | ωB97M-V/def2-TZVPD

Output
* orbital gap (spin up / spin down): 1.83 / 4.29 eV
* HOMO level (spin up / spin down): -0.1096 / -0.1997 Ha
* energy relative to the best compared isomer or geometry (same formula, charge and spin): 764.3 kJ/mol
* LUMO energy (spin up / spin down): -1.151 / -1.147 eV
* <S²>: 2.012

```
! RIJCOSX wB97M-V def2-TZVPD def2/J DEFGRID3
* xyz 0 3
P 0.3364 -2.2038 -1.7224
P -0.1949 2.7347 -1.5568
C 0.2999 -0.0514 -2.8353
C 0.6246 1.3840 -2.5355
H 0.2300 -0.0276 -3.9928
H 1.3181 -0.5253 -2.9387
H 1.7183 1.4128 -2.3933
H 0.5091 1.8708 -3.5222
C -1.7691 3.1939 -2.2542
H -2.2882 3.7927 -1.5002
H -2.3886 2.3306 -2.5253
H -1.6011 3.8152 -3.1407
C 1.0459 3.9924 -1.8695
H 0.7420 4.5036 -2.7922
H 2.0470 3.5528 -1.9873
H 1.0244 4.6838 -1.0231
C -0.8602 -3.4570 -2.3153
H -1.0456 -4.2236 -1.5407
H -0.4685 -3.9499 -3.2209
H -1.8043 -2.9420 -2.5584
C 1.9334 -2.8451 -2.3294
H 2.6475 -2.0151 -2.3247
H 1.8184 -3.2227 -3.3488
H 2.2974 -3.6510 -1.6822
Pd -1.5026 -0.1662 -4.3793
C 0.2611 1.5084 -5.7306
C -1.1193 1.3736 -5.4821
C -2.0167 0.7683 -6.5668
C -1.6076 -0.7043 -6.9006
C -0.8341 -1.4333 -5.8174
C 0.5541 -1.3511 -5.6748
C 1.4183 -0.5928 -6.6138
C 0.9780 0.9114 -6.8614
C 0.4417 -2.4612 0.0856
H 0.8073 2.3221 -5.2336
H -1.5204 2.2067 -4.8831
H -2.0083 1.3926 -7.4654
H -3.0318 0.8004 -6.1345
H -2.5277 -1.2848 -7.0029
H -1.0216 -0.7451 -7.8207
H -1.3703 -2.2013 -5.2227
H 1.0521 -2.0707 -5.0139
H 1.4905 -1.0879 -7.6039
H 2.4445 -0.5806 -6.2042
H 1.9131 1.4831 -7.0026
H 0.4637 0.9932 -7.8368
H 1.0588 -1.6434 0.5125
H 0.9197 -3.4411 0.2765
H -0.5757 -2.4330 0.5270
F -2.6992 2.0099 0.2408
C -1.5136 2.1803 0.8902
C -0.3108 2.2451 0.1752
C 0.8699 2.2098 0.9419
F 2.0684 2.0275 0.3066
C 0.8673 2.3705 2.3132
F 2.0297 2.5411 2.9775
C -0.3597 2.4333 2.9848
F -0.3806 2.7145 4.2910
C -1.5554 2.3003 2.2654
F -2.7420 2.3392 2.8903
*
```

Partial atomic charges computed with the Mulliken method, in multiples of e: P 1.224; P 1.580; C -1.236; C 1.050; H 0.155; H 0.060; H 0.253; H -1.158; C -1.576; H 0.605; H 0.221; H 0.496; C -1.586; H 0.497; H 0.392; H 0.486; C -1.323; H 0.427; H 0.339; H 0.298; C -1.405; H 0.341; H 0.333; H 0.457; Pd -0.065; C -0.498; C 0.152; C -0.986; C -0.675; C -0.301; C 0.123; C -1.025; C -1.039; C -1.267; H 0.262; H 0.394; H 0.364; H 0.275; H 0.461; H 0.209; H 0.403; H 0.048; H 0.350; H 0.326; H 0.436; H 0.284; H 0.276; H 0.425; H 0.346; F -0.240; C 0.175; C 0.066; C 0.052; F -0.349; C 0.138; F -0.282; C 0.593; F -0.264; C 0.168; F -0.266